Arrangement P

Computed, not measured: a cluster of 2 separate species, C6H15NO2 in total, with ωB97M-V with the def2-TZVPD basis set.

The geometry in XYZ format:
```
24
Properties=species:S:1:pos:R:3
C 0.3668 2.6774 -1.3529
N 0.3697 1.5239 -0.4741
O 0.6389 1.8643 0.8378
C 1.6727 0.3094 -0.8228
O 1.9968 -0.0825 0.3265
H -0.3964 3.3955 -1.0465
H 1.3427 3.1620 -1.3054
H 0.1734 2.3404 -2.3701
H -0.5277 0.9638 -0.4870
H 1.3353 1.1565 1.0893
H 2.3667 0.9523 -1.3966
H 1.0972 -0.3654 -1.4788
C -1.8247 -0.4830 0.0146
C -0.9560 -1.3180 0.5937
C -0.5499 -1.1826 2.0255
C -0.4243 -2.5296 -0.1056
H -2.2017 -0.6641 -0.9810
H -2.3174 0.2928 0.5830
H 0.5356 -1.1101 2.0813
H -0.9855 -0.2999 2.4856
H -0.8488 -2.0654 2.5936
H -0.6943 -2.5369 -1.1600
H -0.8275 -3.4301 0.3580
H 0.6586 -2.5707 -0.0081
```

HOMO energy = -8.881 eV
SMILES = C[N@H+](O)C[O-].C=C(C)C
Gap between HOMO and LUMO = 9.646 eV
2S+1 = 1

Atom charges from the natural (NBO) analysis, given in e for atoms 1 to 4: -0.427 -0.205 -0.584 0.195

=====

Arrangement Q

Computed, not measured: a cluster of 2 separate species, C6H15NO2 in total, with ωB97M-V with the def2-TZVPD basis set.

The geometry in XYZ format:
```
24
Properties=species:S:1:pos:R:3
C -2.2484 0.0761 -0.0807
C -3.2326 -0.3084 0.9638
C -1.8032 -0.9094 -1.0847
O -1.7720 1.2571 -0.2249
O -1.4480 1.5842 1.1380
H -3.6108 0.5723 1.4784
H -0.8989 -1.3814 -0.6638
H -2.7469 -0.9693 1.6866
H -4.0540 -0.8583 0.4966
H -2.5537 -1.6693 -1.2940
H -1.5113 -0.4077 -2.0096
C 1.6066 0.2924 -0.2495
C 2.5005 -0.7075 -0.9821
C 2.4225 1.4400 0.3527
N 0.7913 -0.4220 0.7397
H 0.9022 0.7228 -0.9692
H 1.3976 -0.8478 1.4370
H 0.2009 0.2483 1.2348
H 3.2088 -1.1691 -0.2884
H 1.7605 2.1511 0.8479
H 1.8950 -1.5046 -1.4255
H 3.0762 -0.2182 -1.7709
H 2.9823 1.9726 -0.4204
H 3.1355 1.0560 1.0880
```

HOMO energy (spin up / spin down) = -8.783 / -8.782 eV
Gap between HOMO and LUMO (spin up / spin down) = 8.704 / 8.703 eV
2S+1 = 1

Atom charges from the natural (NBO) analysis, given in e for atoms 1 to 4: 0.692 -0.718 -0.746 -0.222

=====

Compare the structures above. Which one is the least stable? arrangement Q is.